{"formula": "C14H46O9", "method": "wB97M-V/def2-TZVPD", "symbols": ["C", "C", "O", "H", "H", "H", "H", "H", "H", "C", "C", "O", "H", "H", "H", "H", "H", "H", "C", "C", "O", "H", "H", "H", "H", "H", "H", "C", "C", "O", "H", "H", "H", "H", "H", "H", "C", "C", "O", "H", "H", "H", "H", "H", "H", "C", "C", "O", "H", "H", "H", "H", "H", "H", "C", "C", "O", "H", "H", "H", "H", "H", "H", "O", "H", "H", "O", "H", "H"], "coordinates": [[5.505, 14.761, -3.325], [4.206, 14.385, -4.035], [4.436, 13.956, -5.359], [5.363, 15.006, -2.270], [5.990, 15.627, -3.783], [6.256, 13.972, -3.386], [3.471, 15.193, -4.039], [3.799, 13.532, -3.494], [4.824, 14.635, -5.932], [3.806, 12.278, -9.393], [3.802, 11.643, -8.000], [5.085, 11.030, -7.793], [3.778, 11.508, -10.174], [4.682, 12.894, -9.579], [2.942, 12.890, -9.668], [3.085, 10.817, -8.012], [3.537, 12.364, -7.234], [5.309, 10.566, -8.604], [5.771, 17.920, -6.467], [6.934, 16.982, -6.141], [6.596, 15.617, -6.351], [6.127, 18.935, -6.324], [4.969, 17.668, -5.772], [5.425, 17.682, -7.473], [7.201, 17.171, -5.091], [7.869, 17.204, -6.664], [7.254, 15.055, -5.908], [9.497, 16.861, -9.364], [8.688, 16.640, -10.639], [9.275, 15.649, -11.496], [10.251, 16.085, -9.225], [8.874, 16.789, -8.470], [9.976, 17.839, -9.382], [8.608, 17.552, -11.236], [7.642, 16.333, -10.511], [9.279, 14.854, -10.951], [7.960, 12.748, -7.792], [9.026, 13.034, -6.690], [8.452, 13.566, -5.522], [7.377, 13.628, -8.052], [7.269, 12.059, -7.306], [8.449, 12.331, -8.671], [9.722, 13.772, -7.095], [9.591, 12.105, -6.576], [7.993, 12.855, -5.057], [8.403, 12.982, -13.101], [7.078, 12.817, -12.403], [6.073, 13.315, -13.316], [8.547, 12.208, -13.865], [9.241, 12.933, -12.397], [8.582, 13.858, -13.723], [7.011, 13.492, -11.542], [6.939, 11.767, -12.134], [5.365, 13.737, -12.820], [1.846, 17.650, -7.276], [2.238, 16.165, -7.202], [2.457, 15.695, -8.526], [2.784, 18.189, -7.409], [1.401, 18.004, -6.342], [1.149, 17.824, -8.090], [1.472, 15.558, -6.712], [3.151, 16.058, -6.611], [3.404, 15.480, -8.638], [5.209, 15.231, -8.832], [5.747, 15.025, -9.608], [5.819, 15.161, -8.071], [5.569, 16.215, -12.011], [6.037, 16.835, -12.583], [4.730, 16.650, -11.814]], "smiles": "CCO.CCO.CCO.CCO.CCO.CCO.CCO.O.O", "de_lowest_kcal_mol": 26.86, "homo_lumo_gap_ev": 10.068, "total_charge": 0}



{"formula": "C8H16N2O3", "method": "wB97M-V/def2-TZVPD", "symbols": ["C", "C", "C", "C", "C", "C", "C", "C", "H", "H", "H", "H", "H", "H", "H", "H", "H", "H", "H", "H", "H", "H", "H", "H", "N", "N", "O", "O", "O"], "coordinates": [[-2.827, -0.483, 0.317], [-1.776, 0.597, 0.345], [0.746, 0.559, 0.666], [1.168, 1.704, -0.256], [1.696, -0.646, 0.724], [1.172, -1.698, 1.710], [1.942, -1.364, -0.636], [0.809, -2.010, -1.378], [-2.467, -2.466, -0.352], [-3.351, -1.295, -1.378], [-3.647, 0.182, -0.093], [-3.234, -0.853, 1.242], [-0.565, -1.004, 0.142], [0.675, 1.078, 1.677], [2.696, -0.380, 1.139], [0.084, -1.695, 1.915], [1.489, -2.835, 1.562], [1.670, -1.517, 2.752], [2.719, -2.029, -0.458], [2.283, -0.579, -1.409], [0.579, -3.069, -1.199], [-0.297, -1.680, -1.490], [1.320, -2.176, -2.249], [-0.658, 2.530, -0.163], [-2.567, -1.574, -0.804], [-0.546, 0.074, 0.200], [-2.061, 1.815, 0.279], [2.332, 1.570, -0.564], [0.343, 2.657, -0.509]], "smiles": "CC[C@H](C)[C@H](NC(=O)CN)C(=O)O", "de_lowest_kcal_mol": 80.01, "homo_lumo_gap_ev": 9.669, "total_charge": 0}



{"formula": "C54H96ClF9O12S2", "method": "wB97M-V/def2-TZVPD", "symbols": ["C", "C", "C", "C", "C", "C", "C", "Cl", "O", "S", "O", "O", "C", "C", "C", "C", "C", "C", "C", "C", "C", "C", "C", "C", "C", "C", "C", "C", "C", "C", "C", "F", "F", "C", "F", "F", "S", "F", "F", "F", "F", "F", "H", "H", "H", "H", "H", "H", "H", "H", "H", "H", "H", "H", "H", "H", "H", "H", "H", "H", "H", "H", "H", "H", "H", "H", "H", "H", "H", "H", "H", "H", "H", "H", "H", "H", "H", "H", "H", "H", "H", "H", "H", "H", "C", "C", "O", "C", "H", "H", "H", "H", "H", "H", "C", "C", "O", "C", "H", "H", "H", "H", "H", "H", "C", "C", "O", "C", "H", "H", "H", "H", "H", "H", "C", "C", "O", "C", "H", "H", "H", "H", "H", "H", "C", "C", "O", "C", "H", "H", "H", "H", "H", "H", "C", "C", "O", "C", "H", "H", "H", "H", "H", "H", "C", "C", "O", "C", "H", "H", "H", "H", "H", "H", "C", "C", "O", "C", "H", "H", "H", "H", "H", "H", "C", "C", "O", "C", "H", "H", "H", "H", "H", "H"], "coordinates": [[-1.519, -1.336, 5.246], [-0.421, -1.164, 4.350], [0.572, -0.670, 3.113], [2.017, -0.294, 3.834], [1.837, -0.441, 5.490], [1.780, 0.730, 6.425], [0.029, 0.771, 2.461], [-0.117, 2.100, 3.798], [-1.359, 0.639, 1.918], [-1.364, -0.307, 0.497], [-0.535, 0.287, -0.666], [-2.882, -0.471, 0.098], [-0.639, -2.000, 1.008], [-1.864, -2.793, 1.744], [-2.800, -3.699, 0.703], [-4.360, -3.522, 1.275], [-5.356, -4.752, 0.846], [-6.896, -4.261, 1.225], [-7.392, -2.945, 0.348], [-7.910, -1.687, 1.278], [-7.048, -0.287, 1.031], [-6.588, 0.402, 2.478], [-5.150, 1.192, 2.345], [-5.123, 2.334, 1.150], [-5.064, 3.878, 1.748], [-6.237, 4.191, 2.858], [-7.733, 4.003, 2.155], [0.715, -1.792, 1.905], [1.400, -3.222, 2.430], [2.012, -4.007, 1.133], [3.548, -3.506, 0.697], [4.416, -4.673, 1.115], [3.860, -2.318, 1.575], [3.612, -3.177, -0.901], [2.413, -2.415, -1.419], [3.563, -4.494, -1.640], [5.106, -2.252, -1.512], [6.126, -2.736, -0.235], [4.663, -0.767, -0.783], [4.181, -1.759, -2.909], [5.561, -3.681, -2.395], [6.453, -1.444, -2.207], [-2.525, -1.257, 5.885], [2.891, -1.020, 3.556], [2.392, 0.797, 3.527], [1.794, -1.513, 6.011], [0.808, 1.311, 6.721], [2.786, 1.070, 6.963], [0.801, 1.117, 1.634], [-0.449, -2.557, -0.030], [-2.606, -1.986, 2.215], [-1.560, -3.498, 2.625], [-2.688, -3.264, -0.378], [-2.505, -4.835, 0.689], [-4.260, -3.517, 2.447], [-4.702, -2.460, 0.922], [-5.252, -5.116, -0.262], [-5.151, -5.689, 1.555], [-7.678, -5.111, 1.033], [-7.000, -3.961, 2.371], [-8.281, -3.256, -0.352], [-6.515, -2.556, -0.359], [-7.886, -1.924, 2.434], [-9.038, -1.419, 1.022], [-6.158, -0.418, 0.284], [-7.785, 0.503, 0.526], [-7.450, 1.050, 2.965], [-6.408, -0.506, 3.213], [-4.879, 1.770, 3.351], [-4.322, 0.360, 2.219], [-6.084, 2.286, 0.455], [-4.193, 2.174, 0.442], [-5.242, 4.622, 0.842], [-3.970, 4.038, 2.139], [-6.083, 5.270, 3.322], [-6.230, 3.432, 3.778], [-7.647, 3.800, 0.993], [-8.284, 5.033, 2.284], [-8.290, 3.105, 2.696], [1.533, -1.338, 1.161], [0.556, -3.938, 2.878], [2.157, -3.062, 3.322], [1.237, -3.930, 0.262], [2.045, -5.163, 1.431], [3.639, -8.447, 4.087], [2.761, -8.207, 2.888], [2.154, -7.146, 2.743], [2.653, -9.314, 1.874], [3.621, -7.563, 4.733], [3.267, -9.303, 4.655], [4.668, -8.623, 3.764], [2.237, -10.208, 2.343], [3.638, -9.528, 1.452], [1.986, -9.000, 1.064], [4.656, 2.875, -2.019], [3.262, 3.329, -1.675], [3.061, 4.405, -1.114], [2.124, 2.416, -2.045], [5.375, 3.634, -1.694], [4.879, 1.938, -1.504], [4.749, 2.747, -3.101], [2.235, 1.458, -1.531], [2.104, 2.267, -3.128], [1.178, 2.872, -1.736], [-4.881, -0.277, -2.394], [-6.146, -0.221, -3.208], [-7.169, -0.796, -2.838], [-6.112, 0.565, -4.491], [-5.054, -0.879, -1.495], [-4.084, -0.742, -2.978], [-4.591, 0.732, -2.089], [-5.369, 0.138, -5.169], [-5.876, 1.612, -4.279], [-7.094, 0.518, -4.972], [-0.381, 2.050, -4.520], [-1.646, 2.105, -5.334], [-2.669, 1.531, -4.965], [-1.612, 2.892, -6.617], [-0.554, 1.448, -3.621], [0.416, 1.584, -5.104], [-0.091, 3.058, -4.215], [-0.869, 2.464, -7.295], [-1.376, 3.938, -6.405], [-2.594, 2.844, -7.098], [6.190, -5.916, -4.754], [7.149, -6.604, -5.688], [6.922, -7.734, -6.118], [8.398, -5.857, -6.075], [5.335, -6.574, -4.563], [6.686, -5.701, -3.804], [5.825, -4.993, -5.211], [8.992, -5.639, -5.184], [8.131, -4.931, -6.590], [8.996, -6.475, -6.752], [-3.081, 7.586, 2.827], [-4.346, 7.642, 2.013], [-5.369, 7.067, 2.382], [-4.312, 8.428, 0.730], [-3.254, 6.984, 3.725], [-2.284, 7.121, 2.242], [-2.791, 8.594, 3.132], [-3.569, 8.000, 0.052], [-4.076, 9.474, 0.941], [-5.294, 8.380, 0.248], [8.021, 4.982, -4.550], [8.481, 6.218, -3.824], [9.121, 7.096, -4.401], [8.127, 6.339, -2.366], [8.348, 5.031, -5.594], [8.460, 4.095, -4.087], [6.930, 4.922, -4.527], [8.571, 5.513, -1.806], [7.041, 6.340, -2.247], [8.524, 7.282, -1.974], [7.599, -6.955, -0.834], [8.172, -8.346, -0.784], [7.587, -9.257, -0.199], [9.487, -8.581, -1.478], [6.648, -6.934, -0.292], [8.289, -6.252, -0.359], [7.416, -6.666, -1.872], [10.260, -7.951, -1.032], [9.388, -8.364, -2.545], [9.778, -9.630, -1.359], [-3.110, 12.227, 2.641], [-2.151, 11.538, 1.707], [-2.378, 10.409, 1.277], [-0.902, 12.286, 1.320], [-3.965, 11.569, 2.832], [-2.614, 12.441, 3.591], [-3.475, 13.150, 2.184], [-0.308, 12.503, 2.211], [-1.169, 13.212, 0.805], [-0.304, 11.667, 0.643]], "smiles": "C#C[C@]1(CC=C)[C@H](Cl)OS(=O)(=O)[C@H](CCCCCCCCCCCCCC)[C@@H]1CCC(F)(F)C(F)(F)S(F)(F)(F)(F)F.CC(C)=O.CC(C)=O.CC(C)=O.CC(C)=O.CC(C)=O.CC(C)=O.CC(C)=O.CC(C)=O.CC(C)=O", "homo_lumo_gap_ev": 4.527, "total_charge": 0}



| no. | E (eV) |
| --- | --- |
| 1 | -33689.6152 |
| 2 | -17676.2820 |
| 3 | -140749.2843 |